Arrangement 1

47
Properties=species:S:1:pos:R:3 method="wB97M-V/def2-TZVPD" lumo_ev=2.011 homo_ev=-6.379 total_charge=-1
O -2.41923 -2.82688 -3.88600
H -4.49579 -3.29019 2.70892
H -3.93680 -1.87099 0.45282
O 3.22427 0.04130 2.22570
H -1.57026 -3.11377 -3.61410
H -2.45738 -1.94129 -4.32301
O 0.62320 2.12035 4.54303
H 3.89845 0.52162 1.74079
H -5.05427 -1.89962 -0.48185
O -4.89812 -2.31108 0.36001
H -0.73553 1.84947 -0.35302
H 2.29028 0.12222 1.79861
O -4.15126 -2.72026 3.37747
H 3.77785 -3.39388 -1.20165
H 2.45379 1.15738 -0.37418
O 2.58578 0.81150 -4.59283
H 2.26233 0.86640 -3.67575
H 2.10040 1.46246 -5.20096
O 1.27237 3.04979 -4.45803
H 0.56898 3.45436 -4.00899
H 2.22236 3.09159 -4.18103
O 0.50242 3.73361 1.92127
H 0.33034 4.49690 1.49299
H 1.21504 1.74209 3.81318
O 0.89806 -3.06276 2.15274
H 1.45525 -2.30352 2.18809
O 4.14214 -4.28932 -0.73623
H -3.76059 -2.18488 2.77964
H 3.50424 -4.02392 -0.01600
O 1.58783 -1.08750 -0.93081
H 0.18480 2.66008 3.98519
H 0.18885 -2.20015 -1.22679
O 1.60357 1.27238 -0.57251
H -1.85436 3.18856 2.44364
H 0.36511 -0.11145 -0.31761
O -0.95188 2.65601 -0.18625
H 2.18827 -1.10961 -0.27107
H -1.23911 -1.81581 -1.13939
O -0.67806 -0.04701 -0.11186
H 1.37711 0.46406 -1.09139
H -0.94647 0.42822 0.66864
O -0.85489 -2.60244 -1.29238
H -0.02523 -2.92330 2.37925
H 0.16941 3.00377 1.50942
O -2.84731 3.24115 2.87782
H -1.57974 2.78131 -0.97305
H -2.53620 2.91310 3.79750

Arrangement 2

47
Properties=species:S:1:pos:R:3 method="wB97M-V/def2-TZVPD" lumo_ev=2.332 homo_ev=-6.411 total_charge=-1
O 0.63522 0.29563 5.44273
H 0.54871 1.26321 -0.58207
H 1.64933 -1.83200 0.23434
O -0.29514 -3.75284 1.97279
H 0.36044 0.08550 4.53641
H -0.20796 0.44953 5.93247
O -2.47661 -1.25016 0.17182
H 0.59447 -3.40589 1.57602
H 1.19279 -0.38246 -0.32876
O 0.86302 -1.39479 -0.05400
H 0.72769 -2.98464 -4.32483
H -1.00232 -3.09368 2.09253
O 0.60773 -3.89812 -4.15890
H -0.32301 -4.88015 -0.99259
H -1.02278 2.62521 -3.14447
O -2.79403 0.67865 3.51791
H -1.87265 1.10292 3.43003
H -2.48137 0.17601 2.73541
O 2.63429 1.59964 -2.72899
H 1.86360 1.50538 -3.15876
H 3.08882 0.70034 -2.48395
O 2.63453 -3.11998 1.98974
H 2.57867 -4.05064 1.70808
H -1.67215 -1.59706 0.20126
O -2.41426 0.86865 -3.68092
H -1.84997 1.09523 -2.89236
O 0.36396 -5.29114 -0.60936
H 0.51489 -3.82070 -3.13862
H 0.36001 -5.64524 0.41555
O -2.54550 5.06884 -0.69951
H -2.44257 -0.26143 -0.05604
H -3.17924 4.63049 -1.16848
O -0.43688 2.84139 -3.94884
H 0.90958 -0.84671 1.98497
H -0.13215 3.52382 -3.47647
O 1.67260 0.83566 0.08785
H 2.37827 1.27562 -0.11752
H 0.85760 4.31498 0.22271
O -0.21314 1.94786 -0.99947
H -0.04048 5.23272 1.11765
H -0.15095 2.75170 -0.43391
O 0.71852 4.64650 1.14552
H -2.71973 -0.09804 -3.63316
H 2.38258 -2.97880 2.86549
O 1.10583 -0.05580 2.43323
H -2.68064 4.57901 0.11411
H 1.28927 0.40599 1.71208

Winner for stability: arrangement 2

Arrangement 1

22
Properties=species:S:1:pos:R:3 method="wB97M-V/def2-TZVPD" lumo_ev=0.286 homo_ev=-8.827
C -1.42432 2.30041 0.67477
C -1.80757 0.91438 0.22857
C -2.97617 0.52539 -0.57380
C -2.97011 -0.86013 -0.74432
C -1.01884 -0.13831 0.52166
C 0.35638 0.02525 0.96403
C 2.57829 -0.45780 0.04796
H -2.44929 2.87575 0.52278
H -1.25181 2.19272 1.90843
H -0.29879 2.75082 0.09365
H -3.76296 1.21102 -1.20755
H -3.77274 -1.63215 -0.99858
H 0.89896 -0.76853 1.65350
H 0.33208 0.96677 1.65022
H 1.89104 2.15733 -0.14413
H 4.40583 -0.44462 -1.09218
H 3.32350 1.27509 -0.89632
N 1.40259 0.20077 -0.20501
N 3.62790 0.12955 -0.59088
O 1.54238 1.58555 -0.83337
O 2.74560 -1.56815 0.58412
S -1.57869 -1.68068 -0.03986

Arrangement 2

22
Properties=species:S:1:pos:R:3 method="wB97M-V/def2-TZVPD" lumo_ev=-0.442 homo_ev=-8.033 smiles="Cc1cc(C)n(C)c(=S(=O)=O)n1"
C 1.31552 -0.04688 -0.90931
C 0.88090 -0.51250 0.35253
C 0.54890 0.93211 -1.56981
C -0.92301 0.91685 0.13128
C 1.58673 -1.59080 1.08874
C 0.81636 1.31031 -2.96815
C -0.88924 -0.45420 2.03565
N -0.58220 1.34257 -1.01607
N -0.25955 -0.04978 0.81869
O -3.13071 -0.33817 0.24634
O -3.08491 1.32515 1.92770
S -2.94985 1.09811 0.45954
H 2.05886 -0.52119 -1.64155
H 1.70551 -1.49223 2.15061
H 2.51727 -1.78551 0.65664
H 0.91570 -2.58495 0.98517
H 1.83645 1.98066 -3.00643
H -0.08539 1.89441 -3.22871
H 0.95657 0.43942 -3.52343
H -1.46051 0.32102 2.68887
H -1.61556 -1.20808 1.65906
H -0.15781 -0.97629 2.66263

Winner for stability: arrangement 2

Arrangement 1

8
Properties=species:S:1:pos:R:3 method="wB97M-V/def2-TZVPD" lumo_ev=5.083 homo_ev=-3.844 total_charge=-1
O -1.79275 0.38929 -0.24758
H -1.81794 0.51100 0.70746
O 1.49258 0.75451 0.93716
H 0.95848 -0.00948 0.59174
H 1.69717 1.25549 0.14719
O 0.29630 -1.15555 -0.45707
H -1.03680 -0.31979 -0.29663
H 0.20296 -1.42546 -1.38226

Arrangement 2

8
Properties=species:S:1:pos:R:3 method="wB97M-V/def2-TZVPD" lumo_ev=4.803 homo_ev=-3.780 total_charge=-1
O 0.30191 -1.22227 0.11118
H 0.14167 -2.12978 -0.40457
O 1.77682 0.96539 0.11067
H 0.89162 1.32842 -0.00973
H 1.50495 0.04006 -0.06114
O -1.84282 0.29416 0.34985
H -1.85177 0.88749 -0.41377
H -0.92238 -0.16347 0.31752

Arrangement 3

8
Properties=species:S:1:pos:R:3 method="wB97M-V/def2-TZVPD" lumo_ev=4.744 homo_ev=-3.982 total_charge=-1
O 0.28768 -0.15689 0.21349
H 1.03191 -0.49680 0.71988
O -0.03892 2.26207 1.09460
H 0.76571 2.50331 1.55912
H 0.12079 1.30936 0.76378
O -0.30371 -2.07715 -1.42060
H -1.27337 -2.10864 -1.47942
H -0.11511 -1.27260 -0.83056

Winner for stability: arrangement 3